1.
{"formula": "C37H62N5O7P3Sr", "method": "wB97M-V/def2-TZVPD", "lumo_energy_ev": 0.07, "max_force_ha_per_bohr": 0.024, "e_above_lowest_ev": 0.344, "e_homo_ev": -6.44, "charge": 0, "homo_lumo_gap_ev": 6.5045, "species": ["Sr", "C", "C", "C", "P", "C", "C", "C", "C", "C", "C", "C", "C", "C", "C", "N", "C", "C", "C", "C", "C", "C", "C", "P", "C", "C", "C", "C", "C", "C", "H", "H", "H", "H", "H", "H", "H", "H", "H", "H", "H", "H", "H", "H", "H", "H", "H", "H", "H", "H", "H", "H", "H", "H", "H", "H", "H", "H", "H", "H", "H", "H", "H", "H", "H", "H", "H", "H", "H", "H", "C", "C", "C", "C", "C", "C", "O", "N", "C", "O", "N", "C", "O", "H", "H", "H", "H", "H", "H", "H", "H", "H", "H", "H", "O", "C", "O", "H", "N", "C", "P", "O", "O", "C", "N", "H", "H", "H", "H", "H", "H", "H", "H", "H", "H"], "coordinates": [[-0.07, 0.62, 0.55], [-1.82, 3.28, -3.74], [-2.75, 2.44, -2.85], [-3.13, 3.26, -1.62], [-1.83, 0.89, -2.43], [-1.71, 0.05, -4.10], [-1.45, -1.46, -3.96], [-2.92, 0.25, -5.02], [-3.04, -0.19, -1.56], [-4.42, 0.04, -1.60], [-5.35, -0.79, -0.98], [-6.83, -0.57, -1.13], [-4.83, -1.87, -0.24], [-3.47, -2.10, -0.16], [-2.52, -1.31, -0.86], [-1.16, -1.52, -0.83], [-0.65, -2.79, -1.00], [-1.40, -3.92, -1.39], [-0.84, -5.17, -1.56], [0.51, -5.41, -1.35], [1.12, -6.78, -1.49], [1.28, -4.29, -1.05], [0.76, -3.01, -0.90], [1.85, -1.58, -0.64], [3.52, -2.26, -0.22], [4.40, -2.77, -1.36], [4.29, -1.23, 0.61], [1.92, -0.80, -2.32], [2.83, 0.43, -2.33], [2.19, -1.70, -3.53], [-2.32, 4.22, -4.01], [-1.55, 2.77, -4.67], [-0.90, 3.53, -3.21], [-3.65, 2.21, -3.42], [-2.25, 3.50, -1.02], [-3.82, 2.73, -0.95], [-3.61, 4.19, -1.92], [-0.83, 0.50, -4.57], [-2.33, -1.96, -3.54], [-0.61, -1.69, -3.32], [-1.27, -1.89, -4.95], [-3.84, -0.10, -4.53], [-2.80, -0.34, -5.93], [-3.07, 1.29, -5.32], [-4.79, 0.89, -2.16], [-7.04, 0.43, -1.52], [-7.36, -0.67, -0.17], [-7.28, -1.29, -1.82], [-5.52, -2.54, 0.27], [-3.11, -2.93, 0.44], [-2.46, -3.81, -1.59], [-1.49, -6.00, -1.86], [0.37, -7.51, -1.78], [1.57, -7.12, -0.55], [1.91, -6.79, -2.25], [2.35, -4.44, -0.93], [3.29, -3.10, 0.45], [4.76, -1.93, -1.97], [3.87, -3.46, -2.03], [5.28, -3.28, -0.97], [4.52, -0.33, 0.03], [5.24, -1.65, 0.96], [3.72, -0.90, 1.48], [0.89, -0.44, -2.41], [3.88, 0.15, -2.30], [2.65, 1.10, -1.48], [2.67, 1.01, -3.24], [3.26, -1.89, -3.66], [1.84, -1.21, -4.44], [1.68, -2.66, -3.45], [2.67, 3.65, 4.72], [2.75, 2.16, 5.04], [3.57, 1.31, 4.01], [5.06, 1.65, 4.07], [5.92, 0.82, 3.12], [3.32, -0.12, 4.45], [4.02, -0.73, 5.23], [2.16, -0.68, 3.94], [1.36, -0.08, 2.98], [0.24, -0.60, 2.73], [1.77, 1.00, 2.31], [2.96, 1.61, 2.64], [3.46, 2.45, 1.92], [2.11, 4.17, 5.50], [2.17, 3.83, 3.76], [3.65, 4.12, 4.66], [1.74, 1.76, 5.11], [3.22, 2.01, 6.01], [5.39, 1.51, 5.10], [5.16, 2.71, 3.83], [5.86, -0.24, 3.36], [6.97, 1.11, 3.21], [5.62, 0.97, 2.08], [1.86, -1.58, 4.30], [0.75, 4.70, 1.20], [1.22, 3.97, 0.21], [0.77, 2.89, -0.14], [2.06, 4.45, -0.29], [-1.03, 3.95, 3.18], [-1.35, 2.52, 3.37], [-2.71, 2.14, 2.22], [-3.77, 3.17, 2.36], [-2.13, 1.77, 0.87], [-3.48, 0.52, 2.67], [-4.41, 0.34, 1.50], [-0.02, 4.28, 1.68], [-0.47, 4.30, 3.95], [-1.89, 4.49, 3.14], [-1.69, 2.25, 4.38], [-0.44, 1.96, 3.15], [-4.06, 0.54, 3.59], [-2.78, -0.31, 2.67], [-4.93, -0.53, 1.50], [-3.86, 0.33, 0.63], [-5.06, 1.13, 1.44]]}

2.
{"formula": "C22H52N6O18", "method": "wB97M-V/def2-TZVPD", "lumo_energy_ev": -6.08, "max_force_ha_per_bohr": 0.124, "e_above_lowest_ev": 8.244, "e_homo_ev": -10.92, "charge": 2, "homo_lumo_gap_ev": 4.8349, "species": ["C", "C", "O", "N", "H", "H", "C", "H", "H", "H", "H", "H", "H", "C", "C", "O", "N", "H", "H", "C", "H", "H", "H", "H", "H", "H", "C", "C", "O", "N", "H", "H", "C", "H", "H", "H", "H", "H", "H", "C", "C", "O", "N", "H", "H", "C", "H", "H", "H", "H", "H", "H", "C", "C", "O", "N", "H", "H", "C", "H", "H", "H", "H", "H", "H", "C", "C", "O", "N", "H", "H", "C", "H", "H", "H", "H", "H", "H", "O", "C", "O", "O", "H", "O", "C", "O", "O", "H", "O", "C", "O", "O", "H", "O", "C", "O", "O", "H"], "coordinates": [[0.44, -3.61, 3.17], [1.83, -3.37, 2.67], [2.80, -3.47, 3.33], [1.86, -2.88, 1.27], [1.37, -3.56, 0.67], [1.13, -2.10, 1.23], [3.18, -2.39, 0.75], [0.39, -4.14, 4.12], [-0.22, -4.15, 2.49], [-0.02, -2.63, 3.33], [3.08, -2.27, -0.33], [3.85, -3.24, 0.86], [3.53, -1.53, 1.29], [0.63, 3.70, 5.46], [-0.05, 3.07, 4.29], [-0.69, 2.11, 4.31], [0.23, 3.80, 3.02], [-0.43, 4.57, 2.88], [1.12, 4.31, 3.09], [0.42, 2.88, 1.81], [0.27, 4.70, 5.73], [1.72, 3.65, 5.34], [0.41, 3.17, 6.39], [1.49, 2.67, 1.78], [0.18, 3.52, 0.97], [-0.28, 2.06, 1.78], [1.75, -0.89, -5.57], [1.55, -2.06, -4.68], [2.25, -3.01, -4.52], [0.28, -1.93, -3.88], [0.54, -1.58, -2.94], [-0.34, -1.15, -4.23], [-0.54, -3.18, -3.85], [2.02, 0.00, -5.00], [0.86, -0.64, -6.15], [2.54, -1.01, -6.30], [-1.15, -3.10, -2.95], [0.16, -4.00, -3.82], [-1.17, -3.18, -4.73], [-5.26, -4.47, -0.33], [-4.24, -3.53, -0.87], [-4.31, -2.85, -1.81], [-2.99, -3.34, 0.00], [-3.24, -3.72, 0.92], [-2.24, -3.89, -0.43], [-2.60, -1.89, 0.14], [-4.68, -5.39, -0.17], [-6.12, -4.66, -0.97], [-5.60, -4.13, 0.65], [-1.94, -1.82, 1.00], [-3.51, -1.32, 0.31], [-2.06, -1.56, -0.74], [-2.03, 5.28, -2.39], [-0.70, 4.66, -2.04], [0.21, 5.20, -1.50], [-0.49, 3.27, -2.57], [0.40, 2.94, -2.15], [-1.34, 2.71, -2.35], [-0.33, 3.23, -4.08], [-2.79, 4.50, -2.45], [-1.87, 5.78, -3.34], [-2.30, 5.98, -1.60], [0.55, 2.65, -4.34], [-0.14, 4.23, -4.47], [-1.30, 2.90, -4.44], [2.34, 0.19, 4.00], [2.27, -0.81, 5.11], [1.33, -1.32, 5.55], [3.57, -1.07, 5.86], [3.44, -1.95, 6.37], [4.36, -1.28, 5.24], [3.87, 0.10, 6.79], [2.35, 1.20, 4.41], [1.44, 0.19, 3.38], [3.28, 0.06, 3.46], [3.05, 0.17, 7.49], [3.94, 1.01, 6.20], [4.82, -0.14, 7.26], [-0.57, 0.68, -0.57], [0.20, -0.35, -0.24], [0.50, -0.62, 0.97], [0.65, -1.02, -1.23], [-0.68, 0.49, -1.52], [-2.84, 0.38, -4.45], [-1.72, -0.35, -4.18], [-1.31, -1.20, -5.04], [-1.15, -0.16, -3.06], [-3.17, -0.04, -5.27], [2.73, 0.13, -2.49], [2.93, 1.48, -2.21], [3.51, 2.15, -3.07], [2.41, 1.90, -1.12], [1.99, 0.00, -1.89], [-2.96, 2.13, -2.29], [-4.16, 2.31, -1.57], [-4.35, 3.43, -1.01], [-4.92, 1.28, -1.51], [-3.20, 1.17, -2.47]]}

3.
{"formula": "C45H45N2O7S4Y", "method": "wB97M-V/def2-TZVPD", "lumo_energy_ev": [-0.08, -0.08], "max_force_ha_per_bohr": 0.011, "e_above_lowest_ev": 2.758, "e_homo_ev": [-3.96, -4.03], "charge": 0, "homo_lumo_gap_ev": [3.8754, 3.9475], "species": ["Y", "O", "C", "O", "C", "O", "C", "C", "O", "O", "H", "H", "H", "H", "H", "O", "S", "C", "C", "C", "C", "S", "O", "C", "C", "C", "C", "C", "C", "C", "C", "C", "C", "C", "C", "H", "H", "H", "H", "H", "H", "H", "H", "H", "H", "H", "H", "H", "H", "H", "H", "H", "H", "S", "C", "C", "C", "C", "C", "C", "N", "C", "C", "C", "C", "C", "C", "C", "C", "N", "C", "C", "C", "C", "C", "S", "C", "H", "H", "H", "H", "H", "H", "H", "H", "H", "H", "H", "H", "C", "C", "C", "C", "C", "H", "H", "H", "H", "H", "H", "H", "H", "H", "H"], "coordinates": [[0.04, 0.47, 0.35], [2.29, -1.88, -2.85], [1.56, -2.08, -1.75], [1.22, -1.18, -1.02], [1.27, -3.55, -1.53], [0.56, -3.78, -0.36], [-0.86, -3.84, -0.51], [-1.46, -2.51, -0.95], [-1.69, -2.30, -2.13], [-1.72, -1.59, -0.05], [2.49, -0.94, -2.91], [2.23, -4.06, -1.46], [0.75, -3.92, -2.43], [-1.25, -4.15, 0.45], [-1.12, -4.58, -1.28], [-0.12, 1.19, -1.89], [0.55, 2.10, -2.88], [-0.37, 3.67, -2.86], [-1.83, 3.64, -3.30], [-2.76, 2.81, -2.41], [-3.06, 3.48, -1.07], [-3.29, 2.31, 0.29], [-2.05, 1.46, 0.30], [-4.56, 1.31, -0.48], [-5.87, 1.76, -0.41], [-6.86, 1.02, -1.02], [-6.54, -0.17, -1.67], [-5.23, -0.62, -1.70], [-4.22, 0.12, -1.10], [0.04, 1.45, -4.46], [0.50, 2.06, -5.62], [0.12, 1.54, -6.85], [-0.70, 0.42, -6.90], [-1.13, -0.19, -5.73], [-0.77, 0.32, -4.50], [0.23, 4.32, -3.51], [-0.23, 4.01, -1.84], [-1.88, 3.26, -4.32], [-2.17, 4.68, -3.34], [-2.30, 1.84, -2.23], [-3.69, 2.63, -2.94], [-3.98, 4.08, -1.10], [-2.27, 4.15, -0.72], [-6.11, 2.68, 0.11], [-7.89, 1.35, -0.98], [-7.33, -0.76, -2.13], [-4.98, -1.56, -2.19], [-3.20, -0.23, -1.09], [1.15, 2.92, -5.58], [0.46, 2.00, -7.76], [-0.99, 0.01, -7.86], [-1.76, -1.07, -5.77], [-1.09, -0.15, -3.58], [5.08, -3.15, 4.12], [4.88, -4.85, 3.96], [3.73, -5.15, 3.31], [2.97, -4.00, 2.96], [3.56, -2.82, 3.34], [3.10, -1.45, 3.14], [2.30, -1.16, 2.07], [1.77, 0.05, 1.79], [2.10, 1.10, 2.67], [2.96, 0.87, 3.80], [3.22, 2.01, 4.64], [2.68, 3.22, 4.40], [1.79, 3.45, 3.28], [1.20, 4.65, 3.01], [0.34, 4.77, 1.86], [0.14, 3.65, 1.09], [0.68, 2.43, 1.30], [1.55, 2.32, 2.42], [-0.36, 5.99, 1.51], [-0.68, 6.49, 0.27], [-1.44, 7.69, 0.31], [-1.67, 8.12, 1.58], [-1.02, 7.02, 2.73], [3.45, -0.38, 4.03], [5.62, -5.52, 4.36], [3.41, -6.16, 3.10], [2.00, -4.03, 2.49], [2.04, -1.96, 1.38], [3.88, 1.87, 5.50], [2.88, 4.06, 5.06], [1.39, 5.51, 3.64], [-0.55, 3.72, 0.26], [-0.31, 6.04, -0.65], [-1.76, 8.24, -0.57], [-2.17, 9.01, 1.90], [4.08, -0.57, 4.89], [-1.25, -1.61, 3.73], [-2.07, -1.72, 2.44], [-2.73, -3.11, 2.39], [-3.16, -0.66, 2.45], [-1.06, -1.51, 1.32], [-1.88, -1.78, 4.60], [-0.79, -0.62, 3.81], [-0.44, -2.35, 3.75], [-3.46, -3.22, 3.20], [-1.99, -3.90, 2.50], [-3.26, -3.26, 1.44], [-3.86, -0.84, 3.27], [-3.73, -0.67, 1.51], [-2.73, 0.34, 2.57], [-0.32, -2.32, 1.35]]}

4.
{"formula": "C32H56O27", "method": "wB97M-V/def2-TZVPD", "lumo_energy_ev": 0.35, "max_force_ha_per_bohr": 0.032, "smiles": "C[C@H]1COC(=O)O1.C[C@H]1COC(=O)O1.CCOC(=O)OC.CCOC(=O)OC.CCOC(=O)OC.COC(=O)OC.COC(=O)OC.O=C1OCCO1.O=C1OCCO1", "e_above_lowest_ev": 0.000, "e_homo_ev": -10.48, "charge": 0, "homo_lumo_gap_ev": 10.8340, "species": ["C", "C", "O", "C", "O", "O", "H", "H", "H", "H", "C", "C", "O", "C", "O", "O", "H", "H", "H", "H", "C", "C", "C", "O", "C", "O", "O", "H", "H", "H", "H", "H", "H", "C", "C", "C", "O", "C", "O", "O", "H", "H", "H", "H", "H", "H", "C", "O", "C", "O", "O", "C", "H", "H", "H", "H", "H", "H", "C", "O", "C", "O", "O", "C", "H", "H", "H", "H", "H", "H", "C", "C", "O", "C", "O", "O", "C", "H", "H", "H", "H", "H", "H", "H", "H", "C", "C", "O", "C", "O", "O", "C", "H", "H", "H", "H", "H", "H", "H", "H", "C", "C", "O", "C", "O", "O", "C", "H", "H", "H", "H", "H", "H", "H", "H"], "coordinates": [[-4.83, -0.11, -0.95], [-5.89, -1.22, -1.09], [-6.41, -1.02, -2.42], [-5.85, 0.06, -2.98], [-6.20, 0.55, -4.00], [-4.86, 0.55, -2.21], [-3.85, -0.51, -0.73], [-5.11, 0.58, -0.16], [-6.71, -1.11, -0.38], [-5.45, -2.21, -1.05], [-3.30, -0.05, 5.43], [-2.18, 0.85, 4.86], [-2.55, 1.00, 3.48], [-3.58, 0.18, 3.19], [-4.06, 0.09, 2.11], [-4.01, -0.49, 4.28], [-3.95, 0.55, 6.07], [-2.93, -0.87, 6.03], [-1.20, 0.37, 4.91], [-2.16, 1.82, 5.34], [2.24, 5.14, 0.48], [1.77, 3.82, -0.09], [0.42, 3.97, -0.83], [0.68, 3.45, -2.15], [1.96, 3.04, -2.24], [2.41, 2.45, -3.17], [2.66, 3.43, -1.15], [1.53, 5.51, 1.23], [2.35, 5.85, -0.33], [3.18, 4.97, 1.01], [1.65, 3.03, 0.64], [0.04, 4.98, -0.92], [-0.35, 3.36, -0.38], [-6.43, 4.26, -2.76], [-4.95, 3.93, -2.85], [-3.98, 5.12, -3.05], [-3.04, 5.01, -2.00], [-3.30, 3.92, -1.26], [-2.60, 3.51, -0.39], [-4.48, 3.38, -1.60], [-6.72, 5.21, -3.18], [-6.73, 4.15, -1.72], [-6.97, 3.49, -3.32], [-4.73, 3.17, -3.61], [-4.53, 6.06, -2.93], [-3.56, 5.16, -4.05], [4.34, 0.38, -2.28], [5.14, -0.74, -1.88], [6.42, -0.78, -2.27], [6.97, 0.00, -2.99], [7.04, -1.85, -1.76], [6.32, -2.71, -0.86], [4.65, 0.87, -3.19], [4.31, 1.09, -1.45], [3.34, -0.01, -2.45], [7.02, -3.51, -0.63], [5.43, -3.04, -1.40], [5.97, -2.18, 0.02], [0.89, -6.88, 0.36], [1.04, -5.69, 1.15], [-0.04, -4.90, 1.22], [-1.09, -5.12, 0.68], [0.28, -3.85, 1.96], [-0.75, -2.90, 2.26], [1.71, -7.53, 0.67], [1.05, -6.63, -0.69], [-0.08, -7.34, 0.51], [-1.56, -3.31, 2.85], [-1.20, -2.51, 1.34], [-0.19, -2.10, 2.73], [3.89, 1.22, 2.17], [2.95, 0.41, 1.28], [1.62, 0.82, 1.53], [0.67, 0.22, 0.82], [0.85, -0.77, 0.15], [-0.41, 0.99, 0.83], [-1.54, 0.56, 0.07], [4.00, 2.25, 1.83], [4.81, 0.65, 2.29], [3.44, 1.24, 3.17], [3.08, -0.65, 1.52], [3.24, 0.59, 0.25], [-1.70, -0.51, 0.18], [-1.35, 0.74, -0.99], [-2.43, 1.08, 0.40], [-1.87, 2.02, -3.81], [-1.22, 0.66, -3.89], [-2.03, -0.19, -3.08], [-1.85, -1.51, -3.11], [-1.29, -2.15, -3.96], [-2.46, -1.99, -2.03], [-2.31, -3.36, -1.69], [-1.74, 2.43, -2.80], [-2.93, 2.01, -4.06], [-1.40, 2.74, -4.49], [-0.21, 0.72, -3.49], [-1.15, 0.32, -4.93], [-3.08, -3.62, -0.97], [-1.35, -3.49, -1.19], [-2.33, -4.00, -2.57], [3.55, -3.40, 1.35], [3.65, -3.81, 2.81], [3.09, -2.81, 3.67], [3.82, -1.84, 4.20], [3.36, -0.98, 4.90], [5.11, -1.94, 3.84], [6.04, -0.98, 4.30], [3.81, -4.24, 0.71], [4.12, -2.48, 1.22], [2.49, -3.20, 1.16], [4.65, -4.08, 3.13], [3.05, -4.71, 2.99], [5.60, -0.02, 4.56], [6.79, -0.77, 3.55], [6.55, -1.31, 5.21]]}

5.
{"formula": "C25H27Cl2N3RuS", "method": "wB97M-V/def2-TZVPD", "lumo_energy_ev": [-7.00, -8.98], "max_force_ha_per_bohr": 0.040, "multiplicity": 5, "s_squared": 6.063, "e_above_lowest_ev": 1.132, "e_homo_ev": [-13.46, -14.07], "charge": 2, "homo_lumo_gap_ev": [6.4591, 5.0988], "species": ["Ru", "Cl", "C", "C", "C", "C", "C", "Cl", "C", "S", "H", "H", "H", "C", "N", "C", "C", "N", "N", "C", "C", "H", "H", "H", "H", "H", "H", "H", "H", "H", "H", "H", "H", "H", "C", "C", "C", "C", "C", "C", "C", "C", "C", "C", "C", "C", "C", "C", "H", "H", "H", "H", "H", "H", "H", "H", "H", "H", "H"], "coordinates": [[-0.69, -0.24, -0.76], [-1.90, -1.67, -2.20], [-3.13, -0.66, -2.85], [-4.19, -1.25, -3.50], [-5.18, -0.45, -4.06], [-5.12, 0.92, -3.95], [-4.05, 1.53, -3.29], [-3.97, 3.23, -3.17], [-3.03, 0.74, -2.72], [-1.73, 1.54, -1.89], [-4.24, -2.33, -3.58], [-5.99, -0.91, -4.60], [-5.90, 1.54, -4.38], [1.63, -1.73, 0.54], [2.69, -1.54, -0.42], [3.62, -2.65, -0.54], [2.50, -0.69, -1.47], [1.29, -0.28, -1.77], [3.58, -0.28, -2.17], [4.89, -0.12, -1.56], [3.44, 0.36, -3.46], [1.94, -2.46, 1.28], [0.69, -2.12, 0.06], [1.42, -0.78, 1.05], [3.06, -3.59, -0.52], [4.33, -2.65, 0.29], [4.16, -2.60, -1.48], [1.28, 0.36, -2.57], [4.85, -0.35, -0.50], [5.20, 0.92, -1.68], [5.63, -0.75, -2.04], [2.69, -0.15, -4.06], [4.38, 0.30, -3.99], [3.17, 1.42, -3.38], [-2.43, -2.10, 4.98], [-1.23, -1.43, 4.79], [-1.01, -0.71, 3.64], [-2.01, -0.62, 2.66], [-3.23, -1.29, 2.87], [-3.44, -2.02, 4.02], [-1.81, 0.10, 1.43], [-0.73, 0.81, 0.97], [0.16, 1.79, 1.49], [-0.02, 2.39, 2.75], [0.85, 3.37, 3.18], [1.88, 3.82, 2.36], [2.06, 3.25, 1.10], [1.23, 2.24, 0.68], [-2.59, -2.69, 5.87], [-0.46, -1.49, 5.55], [-0.06, -0.21, 3.49], [-4.02, -1.23, 2.13], [-4.37, -2.54, 4.18], [-2.69, 0.07, 0.77], [-0.84, 2.09, 3.39], [0.73, 3.80, 4.17], [2.52, 4.62, 2.69], [2.85, 3.61, 0.47], [1.34, 1.79, -0.30]]}